Formula: C22H27AsN4O6RuS
Source: OMol25
Level of theory: ωB97M-V/def2-TZVPD

Positions of all 62 atoms, in Å:
Ru: 0.4234 -0.4942 -0.0444
O: -1.4247 -3.4066 -2.5753
As: -1.9606 -2.1460 -1.5127
O: -3.3757 -1.5023 -2.0750
O: -0.7918 -0.9256 -1.5871
C: -2.2264 -2.8879 0.2492
C: -3.5740 -3.0023 0.5816
C: -3.9550 -3.5912 1.7789
C: -2.9947 -4.0762 2.6499
C: -1.6485 -3.9615 2.3339
C: -1.2609 -3.3676 1.1442
S: 0.4953 -3.1737 0.9101
O: 1.1557 -4.3465 1.3627
O: 0.6487 -2.8087 -0.5146
O: 0.8263 -1.9117 1.6499
H: -2.1557 -3.6789 -3.1473
H: -4.3193 -2.6332 -0.1111
H: -5.0053 -3.6787 2.0217
H: -3.2885 -4.5467 3.5783
H: -0.8885 -4.3387 3.0055
C: 3.4455 0.6222 -0.4141
N: 2.1166 0.7565 0.2204
C: 1.9115 1.6223 1.1741
C: 0.6494 1.7240 1.7942
C: 0.1697 2.5738 2.7892
C: -1.1589 2.2088 3.0154
C: -1.4332 1.1394 2.1636
N: -0.3560 0.8413 1.4186
C: 4.5873 0.8993 0.5265
C: 4.8515 0.0189 1.5732
C: 5.8829 0.2794 2.4597
C: 6.6606 1.4213 2.3068
C: 6.4040 2.2998 1.2663
C: 5.3665 2.0393 0.3795
H: 3.4871 1.2931 -1.2751
H: 3.5108 -0.3973 -0.7976
H: 2.7254 2.2623 1.5075
H: 0.7263 3.3588 3.2761
H: -1.8428 2.6474 3.7227
H: -2.3466 0.5694 2.0758
H: 4.2463 -0.8732 1.6928
H: 6.0866 -0.4110 3.2673
H: 7.4691 1.6211 2.9973
H: 7.0106 3.1868 1.1410
H: 5.1688 2.7245 -0.4370
N: -3.4535 0.9012 -3.1343
C: -2.4205 1.2439 -4.1545
C: -1.0305 1.3030 -3.5218
N: -0.9538 1.9781 -2.2262
C: -2.1155 1.8962 -1.3511
C: -3.4608 1.9341 -2.0599
H: -3.3076 -0.0861 -2.7075
H: -4.3663 0.8641 -3.5835
H: -2.7112 2.2022 -4.5873
H: -2.4508 0.4827 -4.9324
H: -0.3800 1.8315 -4.2173
H: -0.6493 0.2875 -3.4269
H: -0.6458 2.9329 -2.3370
H: -2.0674 2.7118 -0.6306
H: -2.0802 0.9688 -0.7771
H: -3.6585 2.8994 -2.5285
H: -4.2671 1.6986 -1.3668

Computed properties:
Calculated total energy ... -4253.57597 Eh
Total charge ... +1
Frontier orbital gap (alpha / beta) ... 8.554 / 6.327 eV
LUMO level (alpha / beta) ... -2.440 / -4.674 eV
Energy above the lowest of the compared OMol25 structures with the same formula, charge and spin ... 0.0 kcal per mole
Multiplicity ... 6
Molar mass ... 651.54 g/mol